(1)
This record from the OMol25 dataset describes a 2-piece molecular cluster, C23H24F4NO overall in a non-equilibrium geometry. The level of theory is ωB97M-V/def2-TZVPD.

XYZ file:
```
53
Properties=species:S:1:pos:R:3:forces:R:3
C 0.3856 -3.2198 -0.4727 0.003 -0.131 -0.702
C -0.1922 -2.9902 0.8733 -1.462 1.009 0.965
C 0.6619 -3.2277 2.0923 -0.015 0.554 0.116
C -1.3978 -2.3206 0.9696 1.348 -0.556 -0.504
N -1.7125 -1.3645 1.9057 -0.548 -0.399 0.461
C -3.1483 -1.0076 1.9408 0.686 0.351 0.010
C -3.4035 -0.1493 3.1685 -0.221 0.234 0.112
O -2.5396 0.9919 3.2084 0.007 -0.862 -0.105
C -1.1631 0.6196 3.2459 -0.172 0.148 0.118
C -0.7656 -0.2359 2.0571 -0.508 -0.188 -0.344
H 1.0633 -4.0745 -0.4646 0.278 0.259 -0.128
H -0.4074 -3.4085 -1.2071 0.223 0.321 0.243
H 0.9380 -2.3422 -0.8595 -0.050 -0.300 0.382
H 1.1560 -4.2077 2.0428 -0.075 0.146 -0.088
H 1.4589 -2.4772 2.1804 0.073 -0.163 0.143
H 0.0545 -3.1970 3.0163 0.276 0.059 -0.470
H -2.1812 -2.5088 0.2305 0.236 0.301 -0.417
H -3.4269 -0.4315 1.0381 0.077 -0.210 0.121
H -3.7337 -1.9387 1.9809 0.140 0.376 0.033
H -4.4229 0.2623 3.1398 0.306 -0.221 0.090
H -3.2869 -0.7844 4.0661 0.065 0.360 -0.108
H -0.6312 1.5746 3.2004 0.124 -0.274 0.191
H -0.9240 0.0810 4.1807 -0.158 0.228 -0.155
H 0.2396 -0.6467 2.1978 -0.200 0.210 -0.014
H -0.7748 0.3961 1.1440 -0.001 -0.322 0.240
F -3.8251 -8.8168 1.0881 1.532 0.839 0.128
C -2.5798 -8.2262 1.1440 -1.328 -0.398 0.271
C -1.6332 -8.7866 1.9971 0.349 0.127 -0.019
C -0.3789 -8.1818 2.0287 0.870 -0.248 1.271
F 0.5918 -8.6789 2.8742 -1.396 0.537 -1.019
C -0.0618 -7.0743 1.2775 0.153 0.268 -1.220
C -1.0041 -6.6055 0.3165 -0.402 -0.441 0.850
C -0.5519 -5.8512 -0.8112 0.222 -0.872 -1.132
C -1.3419 -5.5660 -1.9413 -0.008 0.144 -0.306
C -0.8294 -4.9478 -3.0897 0.496 -0.987 0.670
C -1.4891 -4.8880 -4.3563 -0.763 0.332 -1.036
C -0.8482 -4.3342 -5.5028 -0.162 0.019 0.522
C -1.5741 -4.1709 -6.6731 0.527 0.288 -0.925
F -0.9488 -3.6388 -7.7774 -0.734 -0.616 1.422
C -2.9143 -4.5374 -6.7994 0.422 -0.156 0.569
C -3.5004 -5.1282 -5.6822 -0.895 -0.523 0.073
F -4.8026 -5.5512 -5.7770 1.441 0.518 0.100
C -2.8274 -5.3314 -4.4883 0.034 0.280 -0.085
C -2.3371 -7.1065 0.3800 0.276 -0.024 -0.577
H -1.8584 -9.6363 2.6383 0.015 0.123 -0.250
H 0.9212 -6.5959 1.3253 -0.267 -0.458 0.037
H 0.5484 -5.8192 -0.9789 -0.980 0.456 0.545
H -2.3806 -5.9234 -1.9583 0.621 0.348 0.090
H 0.1881 -4.5263 -3.0561 -0.439 -0.281 0.063
H 0.1959 -4.0335 -5.4517 -0.221 0.042 -0.109
H -3.4630 -4.4012 -7.7207 0.030 0.023 0.001
H -3.3349 -5.7908 -3.6465 -0.125 0.099 -0.343
H -3.1360 -6.6791 -0.2319 0.300 -0.367 0.222
```
Positions in Å, forces in eV/Å.

Properties
E_HOMO: -9.997 eV
LUMO level: -0.23311 Eh
Energy relative to the best compared isomer or geometry (same formula, charge and spin): 81.63 kJ/mol
Energy: -38637.5120 eV
Charge: +1
Kohn-Sham gap: 3.654 eV

(2)
This record from the OMol25 dataset describes a 2-piece molecular cluster, C9H12IN5O7P2 overall in a non-equilibrium geometry. The level of theory is ωB97M-V/def2-TZVPD.

XYZ file:
```
36
Properties=species:S:1:pos:R:3:forces:R:3
O 3.4335 -0.5765 1.1062 -1.136 -0.145 1.123
P 2.3126 -1.2397 1.8323 2.723 -0.097 -3.159
N 0.9728 -0.1673 2.1895 -0.355 -0.775 -0.389
C -0.1407 0.3218 1.4855 0.835 0.464 2.807
N -0.4283 0.0514 0.2309 -1.835 0.269 -0.644
C -1.6837 0.6724 -0.3021 -0.346 0.030 -1.512
P -3.2301 -0.1872 0.2785 -2.427 0.081 2.318
O -3.2896 -0.4263 1.7472 1.058 0.116 -0.887
O -4.5162 0.7802 -0.1089 1.777 -1.132 -0.687
O -3.5290 -1.6197 -0.4852 0.898 2.004 -0.084
C 0.3227 -0.7407 -0.6987 2.959 -1.675 -1.919
C 0.0516 -2.1114 -1.1115 0.282 1.441 0.293
C 0.9172 -2.7372 -2.0502 -0.799 -1.484 0.001
N 2.0511 -2.2738 -2.6552 -2.119 1.983 2.629
C 2.2694 -1.0137 -2.2051 1.292 0.887 -0.599
C 1.5034 -0.2065 -1.2996 -1.004 -0.616 0.468
N -0.8387 1.1179 2.3641 -0.095 0.332 0.459
C -0.2468 1.1303 3.5933 0.514 -1.982 -5.255
N 0.8642 0.3425 3.4352 -0.819 1.830 4.015
I 2.0373 0.1624 5.1151 0.265 -0.271 -0.487
H 2.8621 -1.8647 2.9814 -1.179 0.317 0.271
H 1.7817 -2.2600 0.9815 -0.478 0.430 0.956
H -1.6616 0.5804 -1.4259 0.364 0.279 0.952
H -1.6887 1.7780 -0.1097 -0.189 -1.081 0.045
H -4.5568 1.5281 0.5117 0.079 -0.397 -0.113
H -2.8072 -2.2070 -0.1973 -0.490 0.000 -0.124
H -0.8201 -2.6611 -0.6995 0.803 0.278 -0.478
H 0.6535 -3.7902 -2.3242 0.169 1.018 0.252
H 3.1953 -0.5372 -2.6121 -0.965 -0.331 0.389
H 1.8356 0.8219 -1.0472 -0.174 -0.835 -0.512
H -0.6048 1.6646 4.4892 0.525 -0.517 -0.655
C 0.5500 2.7471 -2.7424 0.433 -0.548 -0.456
O 1.7685 2.8797 -3.0067 -0.051 -0.525 0.062
O 0.0167 3.8858 -2.1573 0.141 0.303 0.218
O -0.2155 1.7845 -2.9128 -0.202 -0.263 0.390
H 0.8587 4.3713 -2.1903 -0.457 0.612 0.311
```
Positions in Å, forces in eV/Å.

Properties
E_HOMO: -7.335 eV
LUMO level: -0.11482 Eh
Energy relative to the best compared isomer or geometry (same formula, charge and spin): 0.00 kJ/mol
Energy: -57986.6017 eV
Kohn-Sham gap: 4.211 eV

(3)
This record from the OMol25 dataset describes one molecule with the formula C5H10N2. The level of theory is ωB97M-V/def2-TZVPD.

XYZ file:
```
17
Properties=species:S:1:pos:R:3:forces:R:3
C 0.6021 0.9884 1.1270 -0.218 -0.191 -0.027
C -0.3418 0.1588 0.2661 0.123 0.038 0.089
C -1.2759 1.0052 -0.6179 0.119 -0.145 -0.107
C -1.0339 0.3741 -1.9669 -0.124 0.097 0.411
N -0.1314 -0.5201 -1.9514 -0.242 -0.264 -0.925
N 0.4154 -0.6248 -0.7238 0.335 0.438 0.683
C 0.9538 -1.9011 -0.3513 -0.056 -0.070 -0.041
H 1.2221 1.6196 0.4949 0.032 0.059 -0.062
H 1.2505 0.3429 1.7145 0.100 -0.014 0.095
H 0.0327 1.6172 1.8074 -0.016 0.079 0.127
H -0.9171 -0.5254 0.9104 -0.006 0.047 -0.089
H -0.9743 2.0552 -0.6237 -0.025 0.059 0.063
H -2.3239 0.9528 -0.3204 0.036 0.059 0.017
H -1.5263 0.6607 -2.8754 -0.092 -0.041 -0.289
H 1.3946 -2.3509 -1.2378 0.042 -0.034 0.049
H 1.7276 -1.7637 0.4045 0.001 -0.070 0.003
H 0.1855 -2.5785 0.0476 -0.009 -0.046 0.003
```
Positions in Å, forces in eV/Å.

Properties
E_HOMO: -7.900 eV
LUMO level: 0.04137 Eh
Energy relative to the best compared isomer or geometry (same formula, charge and spin): 101.65 kJ/mol
Energy: -8326.2797 eV
SMILES: C[C@H]1CC=NN1C
Kohn-Sham gap: 9.025 eV

- Which of these has the highest E_HOMO?
  C9H12IN5O7P2